Record 1
{
  "formula": "C31H50N5O21",
  "method": "ωB97M-V/def2-TZVPD",
  "elements": ["C", "H", "C", "N", "N", "O", "C", "C", "C", "C", "H", "H", "H", "C", "C", "H", "O", "C", "H", "O", "H", "O", "H", "O", "H", "H", "H", "C", "H", "H", "H", "H", "C", "H", "C", "O", "C", "H", "C", "C", "C", "C", "H", "H", "C", "H", "O", "O", "O", "N", "H", "C", "H", "H", "H", "O", "H", "C", "O", "H", "O", "O", "N", "H", "C", "O", "O", "H", "H", "O", "H", "C", "H", "O", "H", "H", "N", "H", "C", "H", "O", "H", "H", "H", "H", "H", "C", "C", "C", "H", "H", "H", "C", "H", "H", "C", "C", "H", "H", "H", "C", "H", "H", "O", "O", "O", "C"],
  "coordinates": [[2.453, -7.885, -4.931], [-6.672, -4.548, 7.533], [-4.753, -6.353, 4.701], [-1.387, 5.900, -1.177], [-1.555, 4.922, -0.242], [-0.915, -3.822, -4.646], [4.637, -7.481, -4.650], [5.516, 6.242, 0.057], [2.701, 2.186, -2.028], [-1.866, -0.898, -2.391], [5.764, 5.867, 1.112], [-2.313, -5.325, -4.300], [2.075, 8.250, -3.059], [-3.895, -7.014, 3.664], [4.378, 7.346, 0.225], [4.888, 8.299, 0.595], [-2.827, -7.555, 4.432], [-5.582, -1.951, 8.893], [-1.456, -1.477, -3.219], [-2.702, -8.304, 6.561], [-3.175, -0.893, 2.258], [-1.625, -1.551, -1.147], [3.613, 6.975, 0.979], [-4.504, -7.130, 5.867], [3.923, 4.845, -0.745], [6.497, 6.653, -0.354], [5.203, -8.138, -5.316], [-0.298, -5.798, -3.673], [-2.945, -0.792, -2.530], [6.564, 3.802, 0.429], [0.482, 8.726, -2.309], [0.084, 6.720, -3.759], [-5.700, -2.755, 6.804], [4.915, 2.926, 0.202], [3.621, 7.736, -1.128], [-2.266, 6.866, -1.493], [-3.764, -1.211, 3.119], [-3.521, -6.309, 2.920], [0.393, -3.753, -4.268], [5.062, 4.961, -0.780], [-5.328, -2.754, 3.551], [0.706, 6.531, -2.816], [-2.576, -3.023, 3.177], [5.289, -7.155, -3.839], [-0.340, 4.144, -0.209], [1.833, 8.827, -0.352], [-1.320, -0.776, 0.953], [1.392, -8.442, -4.885], [3.874, 2.735, -2.650], [-1.862, 8.024, -0.762], [-1.181, -5.606, -5.640], [-1.394, -0.585, -0.225], [-2.489, -2.044, 4.657], [-2.391, 4.763, 0.339], [-1.671, 1.225, -2.766], [-6.277, -3.117, 8.987], [-4.455, -5.321, 4.895], [-1.176, 0.421, -2.220], [-5.023, -1.734, 2.708], [-0.100, 2.166, 0.334], [-5.335, -1.629, 7.593], [0.837, -4.950, -3.808], [0.617, 4.620, -1.160], [3.830, -5.470, -4.726], [-3.288, -7.719, 5.703], [-2.305, 8.001, 0.322], [1.062, -2.762, -4.335], [-4.411, -7.831, 3.151], [4.800, 1.085, -1.663], [-6.389, -3.302, 3.592], [-0.124, 0.386, -2.517], [2.046, 7.841, -0.888], [3.975, 8.779, -1.428], [-4.270, -3.075, 4.345], [-3.935, -0.350, 3.771], [-4.808, -3.355, 6.612], [-0.230, 3.122, 0.676], [1.817, 2.495, -2.687], [-6.694, -3.467, 7.673], [-7.717, -3.110, 7.519], [-5.235, -1.296, 9.827], [-6.128, -2.441, 5.855], [5.468, 1.580, -3.327], [6.950, 2.007, -1.210], [-0.363, 3.376, 1.659], [4.586, -6.012, -6.241], [4.004, -6.332, -5.376], [5.057, 1.969, -2.332], [5.702, 3.579, -0.282], [2.521, 2.652, -1.002], [2.694, 1.055, -1.953], [-5.812, -6.373, 4.440], [-3.140, -2.365, 3.843], [6.811, 3.461, -2.290], [1.573, 5.874, -3.173], [-1.282, -5.201, -4.630], [1.292, 7.918, -2.293], [1.689, 7.018, -0.197], [5.318, 5.111, -1.878], [-0.645, -5.759, -2.636], [-0.096, 5.719, -1.730], [-0.045, -6.828, -3.924], [3.831, 7.052, -2.006], [-1.253, 0.638, -0.812], [2.748, -6.865, -5.779], [3.515, -8.195, -4.143], [6.204, 2.787, -1.597]],
  "forces_ev_per_angstrom": [[-0.65, -0.45, 0.03], [0.03, 0.08, 0.21], [-0.64, 0.54, -0.03], [3.89, -1.05, -1.66], [2.37, -1.68, 0.63], [0.63, 0.21, 0.29], [0.78, -0.11, 0.16], [-0.18, -0.73, 0.69], [-1.03, 0.63, -0.25], [-0.34, -0.39, -0.88], [-0.27, 0.61, -1.35], [0.07, 0.22, -0.05], [-1.22, -0.50, 0.93], [-0.02, -0.01, -0.71], [0.71, 0.11, -0.76], [-0.90, -1.34, -0.10], [-0.16, 0.06, 0.36], [0.19, 0.39, 0.83], [0.01, -0.10, 0.20], [-0.31, 0.35, -0.50], [-0.21, -0.12, 0.05], [0.20, 0.69, 0.60], [1.00, 0.50, -0.79], [0.42, -0.26, -0.16], [1.39, 0.32, -0.02], [-1.39, -0.35, 0.39], [-0.07, 0.02, 0.03], [-0.13, -0.96, 0.44], [0.06, 0.00, 0.07], [-1.12, -0.54, -0.92], [0.99, -1.23, 0.15], [0.55, -0.27, 1.49], [0.09, -0.14, -0.50], [0.99, 0.83, -0.19], [-0.30, 0.55, 0.51], [-0.66, -2.64, -1.11], [0.37, 0.79, -0.28], [0.15, -0.12, 0.09], [0.40, 0.28, -0.05], [-0.45, 0.10, 0.12], [-0.63, -0.27, -0.25], [-0.42, 0.24, -0.53], [-0.06, 0.05, 0.01], [-0.17, -0.16, 0.05], [-0.37, 2.13, -1.67], [0.31, -1.34, -0.54], [0.02, 0.32, -0.53], [0.68, 0.49, 0.00], [-0.23, -1.19, 0.98], [-0.24, 2.63, 3.56], [0.05, 0.05, 0.07], [-0.04, -0.72, 0.50], [-0.18, -0.16, 0.06], [0.46, 0.37, -0.68], [0.01, 0.02, 0.23], [0.32, 0.43, -0.13], [-0.01, -0.11, -0.03], [0.34, 0.46, -0.76], [-0.15, -0.52, 0.37], [0.08, 0.49, 0.47], [-0.12, -0.07, 0.39], [-0.11, 0.74, -0.30], [-5.98, 1.71, 1.51], [-0.04, -0.07, -0.02], [0.43, -0.50, 0.76], [0.87, 0.03, -1.93], [-0.44, -0.37, 0.11], [0.02, 0.03, 0.05], [0.21, 1.03, -0.86], [0.56, 0.19, 0.04], [-0.06, -0.05, 0.05], [0.27, 0.90, -0.41], [-0.47, -1.40, 0.16], [-0.28, 0.27, -0.65], [-0.04, -0.10, 0.04], [-0.10, 0.02, 0.11], [-0.06, 0.86, -0.20], [1.14, -0.42, 0.88], [-0.55, -0.53, -0.17], [0.07, 0.01, 0.01], [-0.16, -0.32, -0.55], [0.01, 0.12, 0.24], [-0.49, 0.36, 1.39], [-0.96, 0.82, -0.77], [-0.03, -0.78, -0.65], [-0.23, -0.06, -0.04], [0.35, 0.73, -0.21], [1.27, -0.14, -0.13], [0.02, 0.48, -1.69], [0.34, -0.68, -1.10], [0.25, 1.22, -0.12], [0.06, -0.04, 0.19], [0.89, -0.10, 0.17], [-1.07, -0.76, 0.86], [-1.33, 0.60, 0.95], [-0.68, -0.41, -0.38], [0.12, 0.27, -0.04], [0.31, 0.73, -0.95], [-0.33, -0.18, 1.37], [0.03, 0.08, -0.05], [1.49, -1.39, 0.20], [0.17, 0.17, 0.00], [-0.17, 0.54, 1.17], [0.00, -0.23, 0.35], [-0.18, -0.48, 0.30], [-0.53, 0.16, -0.30], [0.53, -0.54, 1.07]],
  "total_charge": 1,
  "orbital_gap_ev": 6.73,
  "multiplicity": 1
}

Record 2
{
  "formula": "C31H50N9O6P2S2Zr",
  "method": "ωB97M-V/def2-TZVPD",
  "elements": ["H", "C", "H", "N", "H", "C", "H", "N", "H", "O", "O", "H", "N", "C", "S", "H", "N", "H", "H", "H", "C", "H", "H", "C", "H", "H", "C", "H", "C", "H", "C", "C", "H", "C", "C", "S", "H", "C", "C", "C", "C", "H", "C", "H", "C", "N", "C", "H", "H", "O", "H", "H", "C", "H", "H", "C", "C", "H", "H", "H", "O", "H", "H", "H", "C", "N", "N", "C", "C", "P", "H", "C", "H", "P", "H", "H", "H", "C", "O", "H", "N", "H", "H", "H", "C", "Zr", "H", "C", "H", "H", "H", "O", "H", "C", "H", "C", "N", "H", "H", "H", "C"],
  "coordinates": [[-2.253, -0.847, 2.562], [0.651, 2.097, -2.845], [-0.295, -2.352, 3.388], [-0.324, -1.721, 0.518], [3.702, 0.156, 1.630], [4.761, 3.034, -0.195], [2.574, 3.239, 2.373], [1.100, 1.635, -1.734], [-0.931, 3.320, 0.584], [-1.374, 1.446, -1.046], [-1.243, -3.953, -0.241], [-4.229, 2.808, 2.830], [-0.074, -3.589, -2.656], [5.778, 4.103, 1.704], [-1.228, -2.857, 0.736], [1.139, -5.116, -5.253], [-2.580, -1.462, -3.383], [-4.411, 1.929, -4.319], [6.765, 3.772, -0.172], [2.317, 1.533, 3.515], [-4.081, 1.793, -0.533], [-3.625, 2.776, -0.394], [2.963, -2.366, -5.026], [3.508, 3.333, 1.836], [-0.725, -0.921, 4.332], [4.789, -1.285, -1.220], [-0.853, 3.686, 1.605], [2.503, -3.010, -1.513], [0.807, -4.488, -4.447], [-2.425, 2.849, 4.460], [-2.018, 1.658, 2.226], [2.406, 2.204, -0.082], [4.389, 0.433, -1.009], [-0.718, 1.940, -3.276], [3.585, 2.858, 0.532], [0.733, -0.955, -2.842], [3.127, -1.515, 3.516], [-3.054, 1.705, -2.718], [-4.281, 1.781, 3.182], [-2.045, 3.583, 3.755], [-1.703, 1.675, -2.307], [1.323, 2.712, -3.443], [-3.223, -0.379, 2.691], [2.249, -2.467, 2.320], [1.644, 0.824, 3.989], [1.118, -3.141, -4.396], [0.575, -2.597, -3.283], [1.536, -1.416, -5.472], [0.178, 3.570, 1.944], [-1.287, 0.981, 1.460], [-3.532, 1.050, 0.049], [1.746, -3.278, 0.058], [1.927, -2.424, -5.360], [1.880, -2.947, -6.312], [-4.946, -2.041, -2.744], [4.600, 3.956, 2.422], [0.062, -4.765, -3.357], [-3.703, -0.770, 3.588], [-5.123, 1.835, -0.217], [0.734, -1.833, 4.735], [-2.397, -1.092, -1.149], [-1.106, 3.980, 4.147], [-3.841, -0.621, 1.821], [-3.191, -1.555, -4.175], [-2.377, 2.165, -5.001], [-4.329, -1.961, -1.956], [2.334, 2.165, -1.370], [-3.365, 1.933, -4.046], [2.594, -2.817, -0.444], [1.072, -0.423, 2.770], [-1.691, -0.996, -3.515], [0.106, -1.487, 3.912], [-1.127, 4.741, 1.626], [2.621, -1.008, -0.180], [6.633, 4.582, 2.160], [3.526, -3.258, -0.086], [-0.566, -3.501, -1.758], [-3.071, -1.459, -2.118], [-4.118, 1.431, -1.905], [-4.460, 1.776, 4.258], [-3.068, 1.059, 2.832], [-5.127, 1.296, 2.691], [4.417, -1.441, 1.393], [-2.653, 2.350, -6.029], [-1.058, 2.191, -4.610], [0.052, 0.338, -0.101], [-4.760, -1.771, -1.069], [5.853, 3.645, 0.394], [-0.382, -5.682, -3.020], [4.531, 4.330, 3.434], [0.777, 1.367, 4.368], [1.478, 1.711, 0.707], [-0.270, 2.406, -5.321], [3.995, -0.539, -1.290], [4.800, 2.694, -1.221], [2.583, -1.454, 2.568], [-1.784, 2.965, 2.463], [-2.758, 4.405, 3.670], [2.158, 0.353, 4.827], [3.629, -0.482, -2.314], [3.468, -0.900, 1.452]],
  "forces_ev_per_angstrom": [[-0.03, 0.00, 0.01], [-0.04, -0.04, 0.06], [-0.01, -0.03, 0.00], [-0.39, -0.12, -0.15], [0.02, -0.05, 0.00], [-0.06, -0.05, 0.01], [0.02, -0.03, 0.02], [0.07, 0.20, -0.01], [0.00, 0.01, 0.00], [-0.03, -0.22, -0.10], [-0.06, -0.07, 0.07], [-0.04, -0.03, 0.00], [0.11, 0.14, -0.12], [0.01, -0.01, -0.01], [0.17, 0.18, 0.08], [0.01, -0.01, -0.01], [0.06, 0.01, 0.00], [-0.04, 0.00, -0.01], [0.03, 0.01, 0.00], [0.03, 0.02, -0.02], [0.03, -0.01, 0.05], [0.01, -0.01, 0.01], [-0.01, 0.01, 0.00], [-0.03, 0.00, 0.00], [-0.03, 0.02, 0.02], [0.00, 0.00, 0.00], [0.02, 0.02, -0.05], [0.01, -0.02, 0.01], [-0.07, -0.13, 0.02], [0.04, 0.05, 0.00], [-0.01, -0.06, -0.09], [-0.01, 0.07, -0.02], [0.03, 0.03, 0.02], [0.04, 0.01, 0.02], [-0.01, 0.01, 0.06], [-0.05, 0.04, -0.04], [-0.02, -0.01, -0.02], [-0.04, 0.02, 0.03], [-0.09, 0.01, -0.03], [0.04, 0.00, 0.08], [-0.07, 0.08, -0.06], [-0.01, -0.02, 0.04], [0.00, -0.06, 0.00], [0.03, 0.00, 0.02], [-0.02, 0.00, -0.13], [-0.06, 0.02, 0.10], [-0.12, -0.02, 0.14], [0.01, -0.02, -0.02], [-0.02, 0.01, 0.00], [-0.08, 0.23, 0.17], [-0.03, 0.04, -0.03], [0.02, -0.02, 0.00], [0.06, 0.06, -0.06], [0.01, 0.00, 0.00], [-0.01, 0.00, -0.01], [0.00, 0.00, -0.01], [0.04, 0.00, -0.06], [0.00, -0.01, 0.00], [0.03, 0.01, 0.01], [0.00, -0.02, 0.01], [-0.31, -0.16, -0.19], [-0.01, 0.01, 0.00], [0.00, -0.01, -0.02], [0.01, 0.02, 0.01], [-0.01, -0.01, 0.04], [-0.04, -0.01, 0.00], [0.08, 0.08, -0.04], [0.06, 0.00, 0.03], [-0.08, 0.04, -0.01], [0.09, -0.12, 0.14], [-0.04, 0.00, 0.00], [0.04, 0.04, -0.07], [0.02, -0.02, -0.01], [0.16, -0.04, 0.00], [0.01, 0.01, 0.01], [0.00, 0.00, 0.00], [0.06, -0.08, -0.04], [0.14, 0.08, 0.17], [0.04, -0.06, -0.08], [-0.01, 0.01, 0.00], [0.04, 0.00, -0.01], [-0.01, 0.00, 0.00], [-0.02, 0.02, -0.01], [0.00, 0.00, -0.02], [0.00, 0.01, 0.01], [0.45, -0.17, 0.25], [0.01, 0.00, 0.01], [0.03, 0.02, 0.01], [-0.01, -0.03, 0.01], [0.00, 0.01, 0.02], [0.01, 0.06, 0.00], [-0.07, 0.12, -0.10], [0.02, 0.01, -0.03], [-0.08, -0.03, -0.01], [0.02, 0.01, -0.01], [-0.02, 0.04, -0.01], [0.05, -0.11, -0.05], [0.01, 0.00, 0.01], [-0.03, -0.03, 0.03], [0.00, 0.00, -0.01], [-0.04, 0.03, 0.00]],
  "total_charge": 1,
  "e_above_lowest_kcal_mol": 4.06,
  "orbital_gap_ev": 7.84,
  "multiplicity": 1
}

Calculated HOMO in order - -11.8083, -9.9888 eV